Computed, not measured: one molecule with the formula C2H6P2, with ωB97M-V/def2-TZVPD.

Element x y z (Å)
C -2.120 0.495 -0.626
C -1.340 -0.153 0.323
P 0.585 -0.619 0.369
P 2.858 0.380 0.344
H -1.809 1.030 -1.482
H -3.119 0.187 -0.656
H -1.761 -0.771 1.102
H 0.816 -0.669 1.751
H 2.326 0.936 -0.848
H 3.565 -0.816 -0.278

Electronic energy   -762.368904 Eh
ΔE to the lowest compared entry with this formula, charge and spin   190.91 kJ/mol
Max |F|   0.087 Eh/bohr
SMILES   C=C[PH]#[PH2]
HOMO   -8.079 eV
Orbital gap   7.5 eV

=====

Computed, not measured: a 3-piece molecular cluster, C4H14O4 overall, with ωB97M-V/def2-TZVPD.

Element x y z (Å)
C -0.279 -0.642 1.220
C -0.488 0.865 0.901
O -1.597 1.226 1.734
C -0.912 1.014 -0.545
C -0.040 0.374 -1.602
O -0.577 0.384 -2.919
H 0.303 -1.136 0.436
H -1.238 -1.153 1.040
H 0.120 -0.689 2.224
H 0.419 1.361 1.230
H -1.819 2.153 1.600
H -1.942 0.655 -0.633
H -1.072 2.078 -0.787
H 0.924 0.875 -1.632
H 0.166 -0.656 -1.323
H -1.503 0.126 -2.857
O 1.852 0.788 3.607
H 2.718 0.577 3.249
H 1.300 0.011 3.514
O 1.419 -2.621 -2.549
H 1.525 -3.484 -2.947
H 0.720 -2.106 -2.959

Electronic energy   -461.726742 Eh
ΔE to the lowest compared entry with this formula, charge and spin   77.53 kJ/mol
Max |F|   0.043 Eh/bohr
SMILES   C[C@H](O)CCO.O.O
HOMO   -10.360 eV
Orbital gap   11.0 eV

=====

Computed, not measured: C12H24O21P2S4 as an isolated structure, with ωB97M-V/def2-TZVPD.

Element x y z (Å)
C -0.510 -5.341 0.878
C -1.117 -4.702 -0.115
C -1.586 -3.817 -1.407
O -1.045 -2.462 -1.404
P -1.743 -1.472 -0.189
O -1.757 -0.010 -0.774
O -3.356 -1.864 0.213
O -0.831 -1.381 1.265
P 0.766 -2.046 1.083
C 1.771 -1.120 -0.244
O 1.538 -1.784 2.628
H 0.305 -5.667 1.639
H -1.124 -4.375 -2.322
H -2.729 -3.878 -1.524
H -3.482 -2.839 0.353
H 2.771 -0.729 0.203
H 1.231 -0.197 -0.679
H 1.980 -1.908 -1.097
H 0.896 -2.183 3.284
C -2.244 2.693 1.261
C -1.521 3.801 0.511
O -1.817 4.995 1.235
S -1.978 4.632 2.811
O -0.735 4.916 3.468
O -3.237 5.149 3.268
O -2.109 3.022 2.645
H -3.311 2.682 1.017
H -1.816 1.710 1.057
H -1.851 3.886 -0.525
H -0.437 3.651 0.535
C 3.309 -0.272 -5.511
C 2.523 0.513 -4.471
O 1.835 -0.475 -3.703
S 2.742 -1.821 -3.637
O 3.472 -1.813 -2.394
O 1.940 -2.930 -4.064
O 3.775 -1.439 -4.832
H 2.665 -0.592 -6.335
H 4.150 0.298 -5.908
H 1.816 1.210 -4.922
H 3.192 1.058 -3.798
C 5.545 -5.134 -1.490
C 5.521 -4.462 -2.856
O 6.817 -4.694 -3.407
S 7.369 -6.128 -2.875
O 7.105 -7.114 -3.884
O 8.667 -5.928 -2.301
O 6.296 -6.334 -1.672
H 6.066 -4.514 -0.755
H 4.542 -5.363 -1.126
H 5.317 -3.392 -2.790
H 4.784 -4.932 -3.514
C -6.297 5.366 4.836
C -5.284 6.353 5.396
O -5.877 7.639 5.212
S -7.491 7.500 5.338
O -7.872 7.862 6.674
O -8.089 8.084 4.172
O -7.575 5.882 5.208
H -6.249 5.329 3.744
H -6.160 4.361 5.239
H -4.322 6.296 4.886
H -5.136 6.200 6.470

Electronic energy   -4326.974856 Eh
Max |F|   0.144 Eh/bohr
HOMO   -8.766 eV
Orbital gap   8.3 eV

=====

Computed, not measured: C45H41IrN3OP2 as an isolated structure, with ωB97M-V/def2-TZVPD.

Element x y z (Å)
Ir 0.318 -0.527 -0.002
C 1.268 -2.762 -2.184
P 0.456 -1.113 -2.272
C -1.093 -1.382 -3.171
C -1.803 -2.567 -3.006
C -3.008 -2.751 -3.668
C -3.508 -1.756 -4.495
C -2.804 -0.571 -4.658
C -1.602 -0.382 -3.996
C 1.464 -0.140 -3.422
C 2.159 -0.739 -4.471
C 2.887 0.037 -5.359
C 2.919 1.417 -5.216
C 2.224 2.021 -4.178
C 1.504 1.244 -3.282
C 1.103 -3.329 -0.807
C 1.426 -4.555 -0.260
C 1.348 -4.414 1.150
C 0.969 -3.110 1.406
C 0.946 -2.291 2.665
P 0.080 -0.705 2.325
C -1.608 -0.848 2.965
C -2.116 -2.002 3.548
C -3.435 -2.041 3.981
C -4.252 -0.934 3.823
C -3.753 0.219 3.230
C -2.438 0.261 2.804
C 0.829 0.549 3.400
C 1.748 1.458 2.877
C 2.324 2.417 3.700
C 1.987 2.473 5.044
C 1.072 1.570 5.570
C 0.491 0.615 4.752
N 0.813 -2.462 0.209
H 2.330 -2.573 -2.374
H 0.913 -3.420 -2.977
H -1.438 -3.342 -2.342
H -3.558 -3.673 -3.532
H -4.446 -1.904 -5.013
H -3.192 0.208 -5.301
H -1.057 0.544 -4.134
H 2.128 -1.813 -4.609
H 3.424 -0.437 -6.170
H 3.484 2.021 -5.914
H 2.242 3.098 -4.071
H 0.967 1.713 -2.468
H 1.708 -5.443 -0.804
H 1.552 -5.174 1.887
H 1.964 -2.008 2.952
H 0.520 -2.811 3.520
H -1.510 -2.890 3.647
H -3.824 -2.945 4.431
H -5.282 -0.970 4.154
H -4.394 1.079 3.091
H -2.056 1.155 2.322
H 2.011 1.412 1.828
H 3.031 3.126 3.288
H 2.434 3.223 5.684
H 0.808 1.614 6.618
H -0.238 -0.074 5.163
N 0.018 1.482 -0.038
C 0.023 2.625 0.036
C 0.042 4.052 0.136
C -0.579 4.669 1.222
C -0.553 6.049 1.316
C 0.086 6.801 0.339
C 0.707 6.181 -0.738
C 0.691 4.802 -0.845
H -1.069 4.069 1.977
H -1.033 6.539 2.152
H 0.100 7.880 0.417
H 1.205 6.774 -1.493
H 1.175 4.302 -1.674
C -4.431 -1.484 -0.382
C -3.930 -0.240 -0.735
C -2.572 0.029 -0.622
C -1.674 -0.932 -0.155
C -2.194 -2.185 0.177
C -3.552 -2.456 0.071
H -5.489 -1.696 -0.466
H -4.597 0.528 -1.107
H -2.218 1.008 -0.926
H -1.537 -2.972 0.530
H -3.922 -3.437 0.344
C 4.838 0.340 0.280
C 3.617 -0.533 0.220
N 3.794 -1.846 0.357
O 2.514 0.007 0.032
H 5.748 -0.216 0.492
H 4.686 1.095 1.051
H 4.942 0.855 -0.675
H 4.715 -2.217 0.504
H 3.014 -2.492 0.325

Electronic energy   -2765.897661 Eh
ΔE to the lowest compared entry with this formula, charge and spin   0.00 kJ/mol
Max |F|   0.005 Eh/bohr
HOMO   -10.019 eV
Orbital gap   7.7 eV
Charge   +1

=====

Computed, not measured: an isolated ion of composition C9H19N2 and charge +1, with ωB97M-V/def2-TZVPD.

Element x y z (Å)
C 3.075 2.640 -0.823
C 2.178 1.405 -1.232
C 0.916 1.343 -0.355
C 1.056 1.231 1.122
C 0.017 0.316 -0.882
C -0.541 0.369 -2.250
N -0.500 -0.570 -0.147
C -0.677 -1.521 0.645
C -1.719 -1.922 1.550
C -2.349 -3.126 0.758
N -2.647 -0.949 2.055
H 2.642 3.513 -0.662
H 3.839 2.648 -1.552
H 3.539 2.425 0.098
H 1.993 1.316 -2.242
H 2.853 0.601 -0.972
H 0.342 2.345 -0.459
H 0.513 1.916 1.774
H 2.102 1.311 1.374
H 0.741 0.230 1.255
H -1.561 0.680 -2.194
H -0.604 -0.676 -2.687
H -0.023 1.173 -2.803
H -0.041 -2.463 0.571
H -1.178 -2.285 2.432
H -3.252 -2.823 0.269
H -2.686 -3.973 1.378
H -1.615 -3.546 0.060
H -3.339 -1.199 2.644
H -3.075 -0.410 1.275

Electronic energy   -463.500492 Eh
ΔE to the lowest compared entry with this formula, charge and spin   323.84 kJ/mol
Max |F|   0.108 Eh/bohr
SMILES   CC[C@H](C)C(C)=[N+]=C[C@H](C)N
HOMO   -13.161 eV
Orbital gap   9.4 eV
Charge   +1

=====

Computed, not measured: a 3-piece molecular cluster, CH7OS2 overall, with ωB97M-V/def2-TZVPD.

Element x y z (Å)
O 3.237 0.710 0.649
H -0.613 0.944 0.696
H 2.364 0.111 0.636
H 3.179 1.488 1.230
C -1.868 -0.246 -1.253
S -1.619 1.286 -0.308
S 0.527 -0.694 1.119
H -2.105 0.037 -2.216
H -2.789 -0.534 -0.714
H -1.203 -1.082 -1.235
H 0.890 -2.021 1.395

Electronic energy   -913.403149 Eh
ΔE to the lowest compared entry with this formula, charge and spin   573.48 kJ/mol
Max |F|   0.064 Eh/bohr
HOMO   -14.697 eV
Orbital gap   4.4 eV
Charge   +1

=====

Computed, not measured: a 9-piece molecular cluster, C40H59F2N7 overall, with ωB97M-V/def2-TZVPD.

Element x y z (Å)
C 0.499 -0.545 3.825
C 0.853 -0.271 5.289
C -0.371 -0.222 6.191
C -1.337 -1.372 6.082
N -2.093 -2.189 6.004
H 1.345 -0.345 3.167
H -0.282 0.104 3.427
H 0.300 -1.604 3.663
H 1.504 0.598 5.389
H 1.546 -1.030 5.651
H -0.873 0.711 5.935
H -0.125 0.040 7.220
C -3.598 3.792 -4.228
C -3.103 4.609 -3.063
C -3.742 4.264 -1.705
C -5.227 4.410 -1.692
N -6.379 4.569 -1.659
H -4.672 3.980 -4.259
H -3.455 2.715 -4.143
H -3.093 4.207 -5.100
H -3.263 5.667 -3.271
H -2.019 4.576 -2.958
H -3.285 5.003 -1.046
H -3.487 3.249 -1.401
C 2.404 4.103 -3.081
C 1.169 4.529 -3.881
C 0.681 5.961 -3.607
C 1.490 7.100 -4.121
N 2.102 8.002 -4.560
H 3.310 4.663 -3.309
H 2.589 3.050 -3.296
H 2.230 4.193 -2.009
H 0.385 3.806 -3.656
H 1.440 4.326 -4.917
H 0.656 6.069 -2.523
H -0.337 6.007 -3.993
C 3.942 -5.354 -0.033
C 3.432 -6.762 -0.234
C 2.509 -6.907 -1.404
C 1.467 -5.909 -1.463
N 0.574 -5.147 -1.523
H 4.416 -4.874 -0.889
H 4.813 -5.370 0.622
H 3.225 -4.625 0.345
H 2.962 -7.102 0.688
H 4.284 -7.441 -0.280
H 2.043 -7.889 -1.317
H 3.108 -6.835 -2.311
C -1.604 -4.269 3.040
C -1.385 -3.771 1.540
C -2.621 -4.032 0.619
C -3.059 -5.424 0.729
N -3.427 -6.558 0.808
H -1.769 -5.345 2.982
H -2.387 -3.820 3.651
H -0.725 -4.061 3.650
H -0.491 -4.209 1.096
H -1.058 -2.736 1.444
H -2.338 -3.753 -0.395
H -3.414 -3.374 0.974
C 3.503 -1.978 -2.778
C 4.822 -1.921 -1.939
C 4.594 -1.200 -0.575
C 4.331 0.226 -0.615
N 4.186 1.396 -0.607
H 3.065 -0.984 -2.864
H 2.757 -2.592 -2.273
H 3.601 -2.515 -3.722
H 5.490 -1.427 -2.644
H 5.177 -2.941 -1.792
H 5.505 -1.380 -0.006
H 3.921 -1.695 0.124
C 0.094 -1.625 -1.045
C 0.825 -0.520 -0.267
C 1.045 0.789 -1.059
C -0.219 1.338 -1.730
N -1.189 1.744 -2.212
H 0.470 -1.629 -2.068
H -0.989 -1.516 -1.106
H 0.311 -2.621 -0.661
H 1.819 -0.883 -0.004
H 0.294 -0.367 0.673
H 1.726 0.600 -1.888
H 1.488 1.521 -0.384
F -2.328 3.887 0.947
C -1.011 3.839 1.091
C -0.258 4.638 0.277
C 1.099 4.611 0.341
C 1.777 3.919 1.383
C 1.044 3.064 2.235
C -0.396 3.093 2.084
H -0.740 5.213 -0.499
H 1.648 5.323 -0.258
H 2.838 4.087 1.488
H 1.515 2.471 3.005
H -1.085 2.478 2.644
F -6.415 -1.632 1.791
C -5.173 -1.090 1.747
C -4.313 -1.366 2.787
C -3.018 -0.930 2.672
C -2.618 -0.169 1.561
C -3.453 0.143 0.537
C -4.783 -0.301 0.659
H -4.601 -1.923 3.666
H -2.294 -1.162 3.439
H -1.677 0.360 1.539
H -3.077 0.686 -0.317
H -5.570 -0.220 -0.076

Electronic energy   -2142.122272 Eh
Max |F|   0.116 Eh/bohr
Multiplicity   2
HOMO (spin up / spin down)   -11.577 / -11.560 eV
Orbital gap (spin up / spin down)   7.0 / 2.6 eV
Charge   +1

=====

Computed, not measured: a 2-piece molecular cluster, C2H4N4O2 overall, with ωB97M-V/def2-TZVPD.

Element x y z (Å)
C -1.259 -0.156 -0.047
C 0.001 0.627 -0.320
H -1.966 1.955 0.776
H 0.593 -2.231 -0.558
H 2.096 1.172 0.519
H -0.349 2.427 0.128
N -0.914 -1.426 0.028
N 0.514 -1.525 0.202
N 1.087 -0.236 -0.402
N 0.444 1.897 -0.085
O -2.485 0.314 0.109
O 2.393 0.046 0.282

Electronic energy   -447.770531 Eh
ΔE to the lowest compared entry with this formula, charge and spin   871.35 kJ/mol
Max |F|   0.126 Eh/bohr
HOMO   -9.435 eV
Orbital gap   6.1 eV

=====

Computed, not measured: C25H25N9O2PPb as an isolated structure, with ωB97M-V/def2-TZVPD.

Element x y z (Å)
Pb 0.653 0.205 0.305
C -0.634 5.135 3.097
N 0.171 4.177 2.326
C 1.417 4.427 1.822
C 1.805 3.299 1.165
N 0.806 2.366 1.267
C -0.180 2.918 1.975
P -1.779 2.174 2.445
C -1.179 0.551 3.044
N -0.342 -0.283 2.427
C -0.234 -1.400 3.216
C -1.016 -1.236 4.320
N -1.602 -0.006 4.202
C -2.548 0.573 5.165
C -2.293 1.603 0.780
N -1.572 0.899 -0.093
C -2.370 0.667 -1.185
C -3.589 1.232 -0.962
N -3.527 1.819 0.272
C -4.628 2.545 0.920
H -0.057 6.043 3.235
H -0.883 4.728 4.073
H -1.547 5.383 2.562
H 1.922 5.369 1.964
H 2.726 3.104 0.637
H 0.385 -2.240 2.943
H -1.197 -1.890 5.157
H -2.533 -0.021 6.073
H -3.558 0.566 4.760
H -2.266 1.593 5.408
H -2.019 0.123 -2.048
H -4.475 1.256 -1.575
H -5.437 2.664 0.207
H -4.296 3.528 1.241
H -4.997 1.992 1.780
O -0.099 -3.697 -5.080
C -0.304 -2.392 -5.297
C -1.103 -2.108 -6.404
C -1.363 -0.812 -6.771
C -0.858 0.272 -6.029
C -0.107 0.026 -4.923
C 0.183 -1.305 -4.504
C 0.899 -1.393 -3.271
O 1.124 -0.504 -2.477
N 1.347 -2.768 -2.885
N 2.386 -3.038 -2.409
C 3.456 -3.416 -1.869
C 3.812 -3.350 -0.445
C 4.957 -4.034 -0.062
C 5.354 -3.945 1.264
C 4.613 -3.160 2.125
C 3.489 -2.500 1.628
N 3.070 -2.603 0.374
H 0.415 -3.894 -4.296
H -1.472 -2.947 -6.980
H -1.957 -0.623 -7.656
H -1.056 1.286 -6.348
H 0.303 0.838 -4.338
H 4.216 -3.809 -2.546
H 5.530 -4.619 -0.771
H 6.239 -4.468 1.606
H 4.893 -3.050 3.164
H 2.911 -1.847 2.275

Electronic energy   -2144.248313 Eh
Max |F|   0.023 Eh/bohr
HOMO   -16.048 eV
Orbital gap   6.4 eV
Charge   +3

=====

Computed, not measured: a 2-piece molecular cluster, C6H12NO overall, with ωB97M-V/def2-TZVPD.

Element x y z (Å)
O -0.481 -0.358 1.110
C -1.579 0.041 0.833
C -2.017 0.413 -0.538
C -1.284 0.170 -1.721
C -0.268 -0.897 -1.595
C 1.043 -0.625 -1.546
C 2.032 -1.658 -1.206
N 0.930 1.996 3.586
H -2.298 0.344 1.611
H -3.026 0.824 -0.575
H -2.028 -0.003 -2.517
H -0.777 1.121 -1.995
H -0.544 -1.918 -1.424
H 1.405 0.338 -1.896
H 2.996 -1.251 -0.926
H 1.652 -2.300 -0.423
H 2.164 -2.289 -2.091
H 0.608 2.951 3.572
H 0.142 1.437 3.295
H 1.330 1.664 4.447

Electronic energy   -365.390909 Eh
ΔE to the lowest compared entry with this formula, charge and spin   416.02 kJ/mol
Max |F|   0.024 Eh/bohr
HOMO   -12.341 eV
Orbital gap   4.1 eV
Charge   +1

=====

Computed, not measured: one molecule with the formula C2H2O2S2, with ωB97M-V/def2-TZVPD.

Element x y z (Å)
O -0.256 -1.422 -0.239
C -0.572 -0.182 -0.156
O -1.809 0.223 0.051
C 0.531 0.790 -0.029
S 0.098 2.255 -0.128
S 2.166 0.121 -0.043
H -2.260 -0.602 0.263
H 2.103 -1.182 0.281

Electronic energy   -1024.228747 Eh
ΔE to the lowest compared entry with this formula, charge and spin   88.97 kJ/mol
Max |F|   0.128 Eh/bohr
SMILES   O=C(O)C(=S)S
HOMO   -9.325 eV
Orbital gap   8.0 eV

=====

Computed, not measured: one molecule with the formula C2HN3O3, with ωB97M-V/def2-TZVPD.

Element x y z (Å)
O 0.388 -1.302 1.421
C -0.084 -0.550 0.597
N -1.541 -0.290 0.575
N -2.138 0.034 -0.369
O -1.314 0.251 -1.657
N 0.040 0.398 -1.365
C 0.658 0.324 -0.224
O 1.880 0.788 0.159
H 2.111 0.347 0.864

Electronic energy   -466.611990 Eh
ΔE to the lowest compared entry with this formula, charge and spin   671.76 kJ/mol
Max |F|   0.178 Eh/bohr
SMILES   O=c1nnonc1O
HOMO   -9.964 eV
Orbital gap   9.0 eV